The following is a quantum chemistry calculation of a structure of composition C21H27N5O11P2Re, from OMol25.

Last column: Mulliken charge in e.
Cartesian coordinates (Å):
Re: 0.29 -0.49 -0.31  1.98
C: 0.16 -4.63 -1.30  -0.61
O: -0.47 -5.12 -0.13  -0.52
C: -0.53 -4.41 1.03  -0.05
C: -0.93 -5.14 2.14  -0.59
C: -1.04 -4.56 3.39  -0.77
C: -0.74 -3.22 3.55  -1.09
C: -0.36 -2.45 2.45  0.69
C: 0.03 -1.07 2.69  -0.16
N: 0.34 -0.24 1.77  0.74
N: 0.83 0.98 2.23  -1.11
C: 1.15 1.72 1.23  0.39
O: 1.02 1.31 -0.01  -0.86
C: 1.69 3.08 1.43  0.49
C: 2.03 3.86 0.33  -0.11
C: 2.53 5.14 0.53  -1.00
C: 2.69 5.63 1.81  -0.38
C: 2.35 4.85 2.91  -0.66
C: 1.85 3.58 2.72  -0.35
C: -0.26 -3.04 1.18  1.08
O: 0.07 -2.32 0.10  -0.90
H: 0.16 -5.47 -1.99  0.35
H: 1.19 -4.33 -1.10  0.27
H: -0.38 -3.79 -1.74  0.20
H: -1.15 -6.19 1.99  0.47
H: -1.36 -5.15 4.24  0.39
H: -0.80 -2.75 4.53  0.43
H: 0.12 -0.73 3.72  0.42
H: 1.88 3.47 -0.66  0.48
H: 2.79 5.75 -0.33  0.40
H: 3.09 6.63 1.96  0.39
H: 2.47 5.24 3.91  0.41
H: 1.58 2.96 3.56  0.45
N: -2.99 3.19 0.54  -0.08
C: -3.00 2.04 -0.45  0.56
C: -4.31 2.02 -1.22  -1.85
P: -1.51 2.40 -1.54  0.49
O: -2.18 2.87 -2.93  -0.57
O: -0.88 3.57 -0.87  -0.92
O: -0.76 1.13 -1.85  -0.51
P: -2.78 0.52 0.63  0.82
O: -4.20 -0.21 0.60  -0.59
O: -2.50 1.08 1.98  -0.97
O: -1.83 -0.44 -0.06  -0.82
H: -3.84 3.74 0.51  0.32
H: -2.15 3.76 0.29  0.38
H: -2.86 2.75 1.48  0.39
H: -4.43 2.93 -1.81  0.49
H: -5.16 1.88 -0.55  0.48
H: -4.31 1.18 -1.92  0.36
H: -1.95 2.28 -3.65  0.32
H: -4.16 -1.03 0.11  0.33
C: 1.83 -2.17 -3.99  -1.87
C: 1.62 -1.59 -2.63  0.74
N: 0.47 -1.08 -2.27  0.53
O: -0.54 -1.08 -3.22  -0.68
C: 2.66 -1.55 -1.65  0.29
C: 4.07 -2.00 -1.82  -1.62
N: 2.29 -0.98 -0.49  1.05
O: 3.12 -0.83 0.43  -0.81
H: 0.88 -2.43 -4.45  0.46
H: 2.47 -3.05 -3.94  0.45
H: 2.32 -1.44 -4.63  0.32
H: -1.02 -0.27 -2.95  0.59
H: 4.20 -2.58 -2.73  0.41
H: 4.37 -2.59 -0.96  0.32
H: 4.74 -1.14 -1.86  0.30

2S+1 = 2
HOMO level (spin up / spin down) = -7.731 / -7.569 eV
Orbital gap (spin up / spin down) = 7.49 / 6.46 eV
⟨S²⟩ = 0.774
E_LUMO (spin up / spin down) = -0.24 / -1.11 eV
Total energy = -2679.02556 hartree